No. 1
Computed, not measured: 2 unconnected molecules or ions with the total composition C8H11ClN5 in a non-equilibrium geometry, with wB97M-V/def2-TZVPD.

Positions of all 25 atoms, in Å:
C 2.66 -2.89 -0.33
C 1.31 -3.04 -0.49
C 3.16 -1.59 -0.24
C 0.51 -1.93 -0.81
C 2.38 -0.51 -0.42
C 0.99 -0.61 -0.77
C -1.01 0.36 1.18
C -2.51 2.20 0.42
N -0.60 -0.68 1.47
N -2.87 3.33 0.93
N -2.68 1.61 -0.67
N 0.09 0.47 -0.89
N -1.61 1.52 1.24
Cl 0.72 2.14 -0.95
H 3.31 -3.70 -0.08
H 0.99 -4.09 -0.54
H 4.23 -1.52 0.05
H -0.31 -2.29 -1.35
H 2.88 0.50 -0.55
H 0.02 -1.41 1.45
H -3.56 3.83 0.37
H -2.53 3.90 1.70
H -3.27 2.09 -1.40
H -0.76 0.39 -1.48
H -1.53 1.93 2.17

Results
Charge: +1
E, eV: -28437.558
Orbital gap, eV: 8.52
Energy above the lowest of the compared OMol25 structures with the same formula, charge and spin, eV: 4.327

Atom charges from the Löwdin analysis, given in e for atoms 1 to 8:
1 C -0.08
2 C -0.08
3 C -0.09
4 C -0.07
5 C -0.06
6 C -0.34
7 C -0.12
8 C -0.61

=====

No. 2
Computed, not measured: a single C16H20N4O3S molecule in a non-equilibrium geometry, with wB97M-V/def2-TZVPD.

Positions of all 44 atoms, in Å:
C -4.50 -3.18 -1.25
N -4.60 -1.85 -0.69
C -3.81 -0.89 -1.43
C -4.06 0.52 -0.89
N -3.73 0.56 0.52
C -2.71 1.21 1.11
O -2.45 1.09 2.29
C -1.91 2.18 0.25
S -0.88 1.29 -0.98
C 0.68 1.72 -0.42
N 1.00 2.55 0.54
N 2.34 2.56 0.60
C 2.78 1.76 -0.32
C 4.20 1.46 -0.65
O 4.41 0.15 -1.10
C 4.12 -0.89 -0.26
C 3.70 -0.76 1.06
C 3.44 -1.89 1.81
C 3.59 -3.15 1.26
C 4.02 -3.28 -0.05
C 4.28 -2.16 -0.81
O 1.77 1.19 -1.02
C -4.49 -0.42 1.27
C -4.23 -1.81 0.71
H -5.15 -3.85 -0.68
H -4.83 -3.16 -2.28
H -3.47 -3.58 -1.21
H -4.10 -0.93 -2.48
H -2.72 -1.11 -1.37
H -3.48 1.24 -1.46
H -5.13 0.75 -0.99
H -2.55 2.88 -0.29
H -1.21 2.72 0.89
H 4.82 1.71 0.23
H 4.52 2.10 -1.48
H 3.57 0.21 1.52
H 3.11 -1.78 2.83
H 3.38 -4.03 1.86
H 4.14 -4.26 -0.49
H 4.61 -2.24 -1.83
H -4.18 -0.35 2.32
H -5.55 -0.18 1.19
H -4.85 -2.54 1.25
H -3.17 -2.08 0.86

Results
SMILES string: CN1CCN(C(=O)CSc2nnc(COc3ccccc3)o2)CC1
E, eV: -39853.674
Orbital gap, eV: 9.39
Energy above the lowest of the compared OMol25 structures with the same formula, charge and spin, eV: 2.761

Atom charges from the Löwdin analysis, given in e for atoms 1 to 8:
1 C -0.10
2 N -0.23
3 C -0.19
4 C -0.15
5 N -0.06
6 C -0.52
7 O 0.06
8 C -0.32

=====

No. 3
Computed, not measured: a molecular structure, CH4CaIO in a non-equilibrium geometry, with wB97M-V/def2-TZVPD.

Positions of all 8 atoms, in Å:
Ca 1.65 3.51 -2.20
I 0.41 0.97 -2.86
C -0.28 -1.00 1.09
O -0.90 0.13 0.51
H -1.05 -1.54 1.64
H 0.15 -1.69 0.36
H 0.50 -0.70 1.79
H -0.49 0.31 -0.33

Results
Charge: +1
E, eV: -29682.130
Orbital gap, eV: 6.05
Energy above the lowest of the compared OMol25 structures with the same formula, charge and spin, eV: 0.000

Taken from the Löwdin analysis, the atomic charges in e are:
1 Ca 1.19
2 I -0.02
3 C -0.16
4 O -0.16
5 H 0.08
6 H 0.08
7 H 0.07
8 H -0.09